(1)
21
Properties=species:S:1:pos:R:3:nbo_charge:R:1 method="wB97M-V/def2-TZVPD" mol_weight_g_mol=118.26 homo_energy_ev=-8.66 orbital_gap_ha=0.346 e_above_lowest_kj_mol=218.5 total_charge=0
H -0.032 1.500 2.532 0.2304
N 1.277 0.890 -0.876 -1.3170
Si 0.590 0.326 0.634 1.8927
H 0.295 -1.869 0.149 0.3845
H -2.415 -0.079 -0.607 0.1871
C 2.029 -0.418 1.715 -1.0973
H -0.909 -1.731 -2.571 0.2197
H -2.119 -0.525 -3.039 0.2302
H 2.491 0.399 2.204 0.2261
C -1.949 -0.978 -0.923 -0.0771
H -2.405 -1.898 -0.578 0.2051
H 0.583 1.253 -1.488 0.3775
H 1.619 -1.168 2.287 0.2316
H 2.220 1.077 -0.949 0.3935
C -1.436 -0.883 -2.263 -0.6907
C -0.329 1.763 1.545 -1.0967
H -1.444 1.561 1.362 0.2272
H -0.638 -0.163 -2.170 0.2350
N -0.315 -1.040 0.432 -1.2220
H 2.981 -0.766 1.168 0.2305
H -0.094 2.747 1.436 0.2296

***

(2)
21
Properties=species:S:1:pos:R:3:nbo_charge:R:1 method="wB97M-V/def2-TZVPD" mol_weight_g_mol=104.18 homo_energy_ev=-12.71 orbital_gap_ha=0.341 e_above_lowest_kj_mol=110.4 total_charge=+1
C -2.502 -1.148 0.051 -0.4113
H 0.158 1.733 2.127 0.4328
H -1.573 1.278 0.614 0.2266
H -3.204 -1.709 0.664 0.2326
H -0.054 0.702 -2.389 0.2059
C -1.159 0.517 1.265 0.4286
H -0.856 -1.435 1.344 0.4126
N 1.195 0.765 -0.685 -0.6600
H 2.301 -0.889 -0.130 0.1885
N -0.351 0.870 2.255 -0.7144
H 3.272 0.308 -1.012 0.1960
H -3.009 -0.278 -0.351 0.2269
H 2.789 0.561 0.697 0.1966
H 0.280 -0.861 -1.619 0.1751
C 2.475 0.181 -0.276 -0.4214
H 1.326 1.748 -0.900 0.3597
C 0.712 0.102 -1.902 -0.4196
H 1.512 -0.087 -2.625 0.1926
H -2.104 -1.784 -0.734 0.2329
H 0.186 0.138 2.699 0.4091
N -1.397 -0.713 0.908 -0.4898

***

(3)
21
Properties=species:S:1:pos:R:3:nbo_charge:R:1 method="wB97M-V/def2-TZVPD" mol_weight_g_mol=104.18 homo_energy_ev=-13.90 orbital_gap_ha=0.411 e_above_lowest_kj_mol=363.7 total_charge=+1 smiles=CN(CN)[NH+](C)C
H 1.507 -0.003 -1.827 0.2212
H 0.107 1.898 2.208 0.4105
C 0.884 -1.768 0.110 -0.4077
H -0.712 2.118 0.183 0.1875
H 1.521 1.475 -0.771 0.2213
H 0.719 0.316 1.154 0.4599
H 0.194 -2.004 0.995 0.2289
H -0.750 0.537 2.644 0.4173
H 2.674 0.128 -0.448 0.2419
H -1.002 0.013 -2.318 0.2083
H -2.419 0.057 -1.295 0.2206
N 0.710 -0.275 0.077 -0.2924
H -1.682 -1.547 -1.439 0.2357
N -0.280 1.007 1.911 -0.8057
C -1.043 1.194 0.690 -0.0870
H 0.491 -2.346 -0.657 0.2246
C 1.640 0.372 -0.810 -0.4388
H 1.857 -2.072 0.279 0.2228
C -1.483 -0.384 -1.499 -0.3939
H -2.180 1.374 0.831 0.2333
N -0.752 -0.089 -0.017 -0.3086

***

(4)
21
Properties=species:S:1:pos:R:3:nbo_charge:R:1 method="wB97M-V/def2-TZVPD" mol_weight_g_mol=104.18 homo_energy_ev=-13.24 orbital_gap_ha=0.376 e_above_lowest_kj_mol=178.8 total_charge=+1
H 1.427 -0.222 -0.758 0.2083
H 1.079 1.524 -0.898 0.2349
H -1.223 1.049 -0.526 0.4209
H -1.021 -0.542 -0.534 0.4132
H 0.224 1.186 2.695 0.4131
H -0.282 -0.817 3.947 0.1992
C 0.702 0.514 -1.114 -0.2257
C -1.880 -1.204 2.614 -0.3888
H 1.651 0.270 -4.296 0.3831
H -0.389 0.274 0.739 0.4421
H 1.056 -0.088 1.994 0.3964
C 0.446 0.236 -2.616 -0.2301
N 0.092 0.275 2.190 -0.8831
N -0.553 0.313 -0.296 -0.7040
H -0.259 0.961 -3.060 0.2104
N 1.745 0.362 -3.297 -0.8198
C -0.725 -0.611 2.964 -0.0313
H -2.407 -1.755 3.388 0.2404
H -0.024 -0.764 -2.662 0.1683
H 2.378 -0.382 -2.992 0.3617
H -2.453 -0.957 1.704 0.1909

***

(5)
21
Properties=species:S:1:pos:R:3:nbo_charge:R:1 method="wB97M-V/def2-TZVPD" mol_weight_g_mol=104.18 homo_energy_ev=-14.05 orbital_gap_ha=0.419 e_above_lowest_kj_mol=120.0 total_charge=+1 smiles=NCC[NH2+]CCN
H -0.107 -2.188 2.146 0.3911
H 0.972 2.073 -0.766 0.2255
H 0.591 2.063 0.956 0.2318
C 1.074 -2.032 0.380 -0.2526
H -0.360 -0.431 0.592 0.4790
C 0.283 1.680 -0.005 -0.2277
H 0.806 -2.370 -0.627 0.2111
C 1.602 -0.598 0.291 -0.2220
N -1.729 0.964 -1.308 -0.8744
H 2.223 -0.512 -0.612 0.2311
H -1.337 3.017 -0.844 0.2230
H -1.751 1.204 -2.298 0.3772
H 1.863 -2.625 0.862 0.2262
H 0.019 -0.163 -0.850 0.4458
H -1.855 2.007 0.433 0.2080
H 2.082 -0.208 1.191 0.2238
N 0.331 0.208 0.063 -0.5783
N -0.189 -2.101 1.140 -0.8528
C -1.169 2.029 -0.431 -0.2460
H -2.730 0.945 -1.139 0.3840
H -0.620 -2.962 0.825 0.3964

***

(6)
21
Properties=species:S:1:pos:R:3:nbo_charge:R:1 method="wB97M-V/def2-TZVPD" mol_weight_g_mol=104.18 homo_energy_ev=-13.28 orbital_gap_ha=0.174 e_above_lowest_kj_mol=912.7 total_charge=+1
H -0.596 3.200 -0.129 0.3379
H -3.222 3.977 -0.376 0.3708
H -3.572 1.905 -2.155 0.2493
H 1.807 -0.309 -1.533 0.3927
N -0.364 2.331 -0.596 -0.1537
H -4.542 3.047 -0.409 0.4038
C -1.031 1.188 -2.526 -0.4519
H 0.374 -0.284 -3.398 0.2617
H 1.084 1.386 -2.976 0.2342
C 0.281 0.605 -2.732 -0.2184
C -2.822 2.201 -1.402 -0.1967
H 11.495 -15.517 14.886 -0.0013
N 0.821 0.065 -1.412 -0.6770
C -1.317 2.436 -1.723 -0.1855
H -2.718 1.325 -0.677 0.2371
H 11.393 -15.945 15.636 0.0013
H -1.451 1.163 -3.569 0.2608
N -3.533 3.030 -0.416 -0.8048
H -1.578 0.386 -1.966 0.2363
H 0.734 0.356 -0.457 0.4165
H -1.243 3.457 -2.071 0.2869

***

(7)
22
Properties=species:S:1:pos:R:3:nbo_charge:R:1 method="wB97M-V/def2-TZVPD" mol_weight_g_mol=120.18 homo_energy_ev=-13.03 orbital_gap_ha=0.379 e_above_lowest_kj_mol=147.0 total_charge=+1
H -1.045 1.562 -0.763 0.2118
H -0.558 2.438 2.908 0.5018
H -0.804 1.327 -2.451 0.2501
H -1.783 -0.684 -1.139 0.2185
H 1.687 1.296 -1.957 0.2180
C -0.693 -0.496 -1.300 -0.2647
N -1.286 -2.849 0.184 -0.8180
O -0.009 1.754 2.513 -0.9779
N 1.563 1.293 0.167 -0.7223
H 1.000 2.644 -1.490 0.2449
C 0.965 1.582 -1.156 -0.2544
H 0.269 -2.268 1.447 0.1829
H 1.015 1.786 0.877 0.4703
H -0.014 0.982 3.086 0.4961
H -1.377 -2.954 -0.813 0.3893
N 0.037 -0.911 -0.106 -0.5851
H -1.428 -3.733 0.641 0.4077
C -0.425 0.981 -1.476 -0.4191
H 1.498 0.218 0.269 0.4828
H 2.566 1.449 0.198 0.4312
C -0.251 -1.979 0.536 0.3289
H -0.309 -1.092 -2.165 0.2071

***

(8)
23
Properties=species:S:1:pos:R:3:nbo_charge:R:1 method="wB97M-V/def2-TZVPD" mol_weight_g_mol=167.22 homo_energy_ev=-8.40 orbital_gap_ha=0.338 e_above_lowest_kj_mol=0.0 total_charge=0 smiles="CN(C)P(N)(=S)N(C)C"
H -0.968 1.621 -2.395 0.2165
H -0.463 -0.735 2.822 0.2037
C -0.964 -1.578 -0.998 -0.4285
C -0.340 0.039 2.103 -0.4030
S 2.256 0.031 -1.473 -0.5876
C -1.341 0.574 -2.187 -0.4320
N 0.666 -0.077 1.099 -0.8376
H -2.416 0.563 -2.368 0.2004
H -1.367 0.210 1.559 0.2172
N -0.868 -0.129 -1.006 -0.7727
H 0.534 2.807 -0.816 0.4066
H 1.660 -1.789 1.811 0.1755
H 0.516 2.428 0.774 0.4108
H 2.699 -0.508 0.934 0.2481
N 0.395 2.055 -0.146 -1.2238
H -0.307 -2.115 -0.160 0.2377
P 0.669 0.473 -0.470 1.8547
C 1.830 -0.716 1.654 -0.4122
H 1.854 -0.377 2.790 0.1780
H -1.108 0.098 -3.097 0.1880
H -0.140 0.927 2.577 0.1774
H -2.047 -1.723 -0.918 0.2011
H -0.752 -2.080 -2.089 0.1816

***

(9)
23
Properties=species:S:1:pos:R:3:nbo_charge:R:1 method="wB97M-V/def2-TZVPD" mol_weight_g_mol=134.18 homo_energy_ev=-7.22 orbital_gap_ha=0.298 e_above_lowest_kj_mol=234.7 total_charge=0
H -1.657 1.503 1.239 0.3554
H 0.851 -2.140 -0.182 0.1987
C -1.659 -0.578 -0.767 0.8229
H 2.308 0.639 1.778 0.1781
H 1.942 -1.691 1.080 0.1844
H 1.981 1.134 -1.148 0.3496
N -1.577 0.925 -0.624 -0.5303
H 2.690 -0.263 -0.799 0.3357
H -1.813 1.418 -1.487 0.4003
H 0.582 0.803 2.184 0.1958
O -2.225 -1.221 0.087 -0.5917
N -1.051 -1.009 -1.914 -0.8560
H -3.036 0.813 0.722 0.3710
H 1.338 1.966 1.103 0.1916
H 0.198 -1.650 1.394 0.2189
H -0.307 0.845 -0.275 0.3267
C 1.317 0.907 1.382 -0.6334
N -2.314 1.486 0.459 -0.6322
H -1.081 -2.015 -2.001 0.4040
C 0.902 0.014 0.208 -0.2064
C 0.962 -1.439 0.646 -0.6367
H -0.123 -0.603 -2.112 0.4419
N 1.774 0.155 -0.974 -0.8884

***

(10)
20
Properties=species:S:1:pos:R:3:nbo_charge:R:1 method="wB97M-V/def2-TZVPD" mol_weight_g_mol=92.16 homo_energy_ev=-16.19 orbital_gap_ha=0.487 e_above_lowest_kj_mol=37.1 total_charge=+1
H 2.946 1.248 -0.356 0.2568
H 0.229 -0.750 -1.329 0.4291
C -1.032 -1.217 1.780 -0.6506
H 1.567 2.002 0.407 0.2362
H -0.848 2.460 -1.856 0.5068
C 1.358 -0.137 0.247 -0.2219
H 1.461 1.476 -1.246 0.2168
H 2.004 -0.971 -0.019 0.2184
N 0.032 -0.495 -0.361 -0.5065
H -2.281 1.740 -1.655 0.5078
H 0.074 -2.433 0.381 0.2234
H -1.540 -1.903 -0.188 0.2309
H 1.269 -0.164 1.322 0.2319
C -0.653 -1.622 0.352 -0.2216
H -2.033 -1.581 1.972 0.2487
H -0.378 -1.669 2.513 0.2398
H -1.153 -0.137 1.889 0.2243
C 1.861 1.190 -0.272 -0.6474
O -1.353 1.773 -1.414 -0.9905
H -0.590 0.325 -0.412 0.4677

***

(11)
21
Properties=species:S:1:pos:R:3:nbo_charge:R:1 method="wB97M-V/def2-TZVPD" mol_weight_g_mol=108.16 homo_energy_ev=-12.24 orbital_gap_ha=0.148 e_above_lowest_kj_mol=571.5 total_charge=+1
N 1.947 -2.767 1.219 -1.1044
H 0.040 2.038 -2.099 0.2325
H 0.959 1.821 1.287 0.2240
H 0.267 -0.481 -0.095 0.5111
H -0.952 -0.125 -2.463 0.2453
H -1.519 1.881 0.569 0.2653
O -0.723 -0.748 -0.519 -0.6829
H -0.943 -2.458 -0.226 0.4774
C -0.329 1.591 -1.180 0.4452
H -2.238 0.389 -1.312 0.3116
C 0.613 2.663 0.885 -0.6023
H -1.493 -3.904 -0.237 0.4835
H 0.433 3.250 1.764 0.2625
H 2.085 -2.892 2.156 0.3584
C -0.659 2.442 0.061 -0.4995
C -1.115 0.364 -1.447 -0.2640
H 1.388 3.181 0.364 0.2375
O -0.686 -3.361 0.008 -0.9593
H -0.974 3.387 -0.374 0.3029
H 1.127 -3.235 0.891 0.3934
H 2.770 -3.034 0.748 0.3617